# 1
13
Properties=species:S:1:pos:R:3 method="wB97M-V/def2-TZVPD" gap_ev="7.671 / 7.489" relative_energy_ev=1.8323 multiplicity=3 e_homo_ev="-11.24 / -14.79" s2=2.0088 total_charge=+1
C 1.10 0.96 0.54
C -0.03 -0.59 -0.64
C -1.04 -1.24 0.37
N 0.05 0.87 -0.52
S 2.08 -0.53 0.03
H 1.70 1.93 0.23
H 0.57 0.94 1.58
H 0.17 -0.92 -1.66
H -0.85 -0.91 1.38
H -1.14 -2.30 0.33
H -2.01 -0.77 0.07
H -0.92 1.17 -0.41
H 0.33 1.38 -1.30


# 2
89
Properties=species:S:1:pos:R:3 method="wB97M-V/def2-TZVPD" gap_ev=4.146 relative_energy_ev=4.4145 e_homo_ev=-5.15
C -1.93 -5.61 3.63
C -0.94 -4.80 2.82
C -1.17 -4.57 1.47
C -0.30 -3.74 0.68
C -0.53 -3.60 -0.68
C 0.76 -3.07 1.39
N 1.64 -2.21 0.68
C 1.37 -1.13 -0.10
N 2.48 -0.88 -0.85
C 2.74 0.08 -1.89
C 2.92 1.43 -1.57
C 2.66 1.92 -0.18
C 3.47 2.30 -2.54
C 3.88 1.83 -3.79
C 4.54 2.76 -4.77
C 3.68 0.48 -4.08
C 3.14 -0.41 -3.15
C 3.05 -1.85 -3.52
C 3.45 -1.87 -0.56
C 2.96 -2.65 0.39
C 1.08 -3.38 2.71
C 2.29 -2.84 3.41
C 0.20 -4.23 3.42
H -1.47 -5.96 4.56
H -2.82 -5.02 3.91
H -2.28 -6.48 3.07
H -2.04 -5.01 0.99
H 0.79 -0.27 0.37
H 0.21 -3.17 -1.34
H -1.48 -3.95 -1.07
H 1.75 1.46 0.23
H 3.50 1.70 0.50
H 2.51 3.00 -0.20
H 3.60 3.35 -2.27
H 4.60 2.28 -5.75
H 3.98 3.69 -4.88
H 5.56 3.01 -4.45
H 4.00 0.12 -5.07
H 3.24 -1.95 -4.59
H 3.80 -2.46 -3.01
H 2.07 -2.27 -3.31
H 4.40 -1.90 -1.06
H 3.38 -3.50 0.90
H 2.19 -3.06 4.48
H 3.22 -3.30 3.06
H 2.39 -1.75 3.30
H 0.41 -4.45 4.47
C -4.93 1.47 -3.04
C -3.78 1.42 -3.84
C -2.53 1.67 -3.28
C -2.45 2.01 -1.92
S -0.84 2.43 -1.26
C -0.66 1.33 0.04
C -0.54 -0.11 -0.25
C -1.62 -0.86 0.51
C -1.49 -1.06 1.89
C -2.51 -1.62 2.66
C -3.68 -2.06 2.04
C -3.78 -1.96 0.65
C -2.75 -1.38 -0.12
S -0.88 1.87 1.68
C -0.70 3.63 2.03
C 0.42 4.39 1.70
C 0.46 5.75 2.03
C -0.61 6.35 2.71
C -1.73 5.57 3.05
C -1.76 4.22 2.73
O -2.30 1.67 1.98
O 0.14 1.21 2.51
O 0.13 2.08 -2.28
O -0.94 3.78 -0.74
C -3.58 1.99 -1.10
C -4.83 1.75 -1.67
H -5.90 1.23 -3.49
H -3.84 1.19 -4.91
H -1.61 1.61 -3.86
H -0.53 -0.28 -1.33
H -0.54 -0.81 2.38
H -2.38 -1.68 3.75
H -4.51 -2.45 2.65
H -4.68 -2.33 0.14
H -2.82 -1.32 -1.22
H 1.27 3.92 1.21
H 1.34 6.36 1.76
H -0.60 7.42 2.95
H -2.59 6.00 3.57
H -2.62 3.62 3.02
H -3.48 2.15 -0.02
H -5.73 1.79 -1.05


# 3
22
Properties=species:S:1:pos:R:3 method="wB97M-V/def2-TZVPD" gap_ev="6.391 / 7.135" relative_energy_ev=7.0299 e_homo_ev="-7.77 / -7.91"
C 2.76 0.71 -0.11
C 2.43 0.75 1.21
C 1.81 0.68 -1.09
C 1.11 0.79 1.53
C 0.49 0.67 -0.80
C 0.08 0.77 0.56
C -2.03 -1.47 -0.09
C -1.30 0.85 0.89
N -0.92 -1.77 -0.49
N -0.42 -2.74 -1.33
N -2.35 1.27 0.15
O -3.45 1.27 0.73
O -2.31 1.66 -1.02
Cl -3.67 -1.41 0.16
H 3.69 1.08 -0.55
H 3.30 0.66 1.89
H 2.09 0.71 -2.20
H 0.80 0.72 2.61
H -0.08 0.77 -1.66
H -1.59 0.54 1.89
H -0.88 -3.54 -1.34
H 0.44 -2.97 -0.91